The following is a quantum chemistry calculation of a cluster of 2 separate species, C2H4NOP in total, from the Open Molecules 2025 dataset.

Values from the calculation:
- Kohn-Sham gap: 0.36264 Eh
- Molar mass: 89.03 g/mol
- Calculated total energy: -549.87863 a.u.
- Lowest unoccupied orbital energy: 0.17 eV
- Relative energy (zero: lowest compared OMol25 entry of this formula, charge and spin): 162.7 kJ/mol
- Highest occupied orbital energy: -9.70 eV

Positions of all 9 atoms, in Å:
C -3.34093 0.23357 1.77259
C 1.73459 0.96125 -0.96866
N -2.48835 -0.55395 1.56945
O 0.18917 -0.95922 -0.18140
P 0.13520 0.61686 -0.67359
H 2.43309 0.06746 -0.96545
H -1.82809 -0.95271 0.88894
H 2.07484 1.98936 -1.07834
H 1.09048 -1.40261 -0.36354